Entry 1:
{
  "formula": "C9H14O",
  "method": "ωB97M-V/def2-TZVPD",
  "species": ["O", "C", "C", "C", "C", "C", "C", "C", "C", "C", "H", "H", "H", "H", "H", "H", "H", "H", "H", "H", "H", "H", "H", "H"],
  "xyz": [[-0.8211, 1.1054, -2.0913], [-0.0680, 1.2390, -0.9570], [-1.8814, -2.3067, -1.6382], [0.6601, 2.5404, 0.9532], [1.5076, 0.3473, 0.5957], [-0.1033, 2.3990, -0.1904], [2.2813, 1.5943, 2.6473], [1.4911, 1.4975, 1.3692], [-1.6898, -3.4651, -0.6665], [0.7171, 0.1724, -0.5395], [-1.5672, -1.3266, -1.2962], [2.2437, -0.4333, 0.8159], [3.0504, 0.8299, 2.7563], [1.6153, 1.5514, 3.5088], [-0.7582, 3.2027, -0.5188], [-1.4505, 1.8298, -2.1501], [-2.5326, -3.5544, 0.0242], [-1.3809, -2.5113, -2.5889], [0.5878, 3.4639, 1.5108], [-0.8003, -3.3554, -0.0493], [0.6915, -0.7678, -1.0634], [-1.6358, -4.3999, -1.2135], [2.7779, 2.5660, 2.6966], [-2.9345, -2.2187, -1.9151]],
  "forces_ev_per_angstrom": [[0.0, -0.2, 0.0], [-0.2, -0.2, 0.3], [-0.4, -0.2, -0.7], [0.0, -0.4, -0.1], [0.5, -0.5, -0.4], [-0.2, 0.3, -0.3], [0.1, 0.5, -0.1], [-0.1, 0.0, 0.0], [-0.2, 0.2, 0.3], [0.0, 0.6, 0.3], [0.1, 0.0, 0.2], [-0.5, 0.1, 0.2], [-0.1, -0.1, -0.1], [0.0, -0.1, 0.1], [0.1, 0.0, 0.1], [0.0, 0.1, 0.0], [0.1, 0.1, 0.0], [0.2, 0.1, 0.1], [0.1, 0.0, 0.1], [0.2, -0.1, -0.1], [0.2, -0.1, -0.2], [0.1, -0.2, 0.0], [0.1, 0.0, 0.1], [0.0, 0.0, 0.1]],
  "energy_ha": -426.56538,
  "mol_weight_g_mol": 138.21
}

***

Entry 2:
{
  "formula": "C9H14O",
  "method": "ωB97M-V/def2-TZVPD",
  "species": ["O", "C", "C", "C", "C", "C", "C", "C", "C", "C", "H", "H", "H", "H", "H", "H", "H", "H", "H", "H", "H", "H", "H", "H"],
  "xyz": [[0.8635, -2.7396, 2.4510], [1.7692, 0.0509, -0.4035], [-3.3436, 0.3683, -0.6993], [2.0610, -1.3139, -0.6441], [-2.5281, 1.7280, -0.4603], [0.4152, -0.5185, 1.5531], [0.9265, 0.4041, 0.6140], [2.2585, 1.1720, -1.2781], [1.8031, -2.1834, 0.3866], [0.9790, -1.7697, 1.4575], [-3.0273, 2.2278, 0.3601], [0.4579, -2.2897, 3.1793], [-3.3072, -0.2472, 0.1976], [2.4439, -1.7006, -1.5787], [2.7468, 0.7743, -2.1837], [-4.3763, 0.7241, -0.7043], [1.4643, 1.7465, -1.7639], [-0.2683, -0.1612, 2.3095], [0.5965, 1.4346, 0.6830], [-2.5412, 2.2467, -1.4104], [-2.9371, -0.0756, -1.5976], [2.1766, -3.1923, 0.4951], [2.9252, 1.9160, -0.8469], [-1.5579, 1.3985, -0.1161]],
  "forces_ev_per_angstrom": [[-0.1, 0.5, -0.9], [0.0, 0.2, -1.1], [0.3, 2.4, 1.1], [0.0, 0.6, 0.7], [-1.0, -2.6, 0.2], [1.0, 0.6, -1.1], [-0.9, -0.3, 1.1], [0.0, -0.2, -2.1], [-1.1, 0.2, 0.8], [0.8, -1.4, 0.6], [0.0, 0.6, -0.1], [-0.4, 0.0, 0.9], [0.5, -0.4, -0.2], [0.6, 0.4, 0.1], [0.3, -0.1, 0.5], [-0.1, -0.6, -0.9], [-0.4, 0.0, 0.5], [0.0, -0.4, 0.2], [0.2, 0.0, 0.0], [0.3, 0.5, 0.2], [-0.5, -0.5, -0.1], [-0.1, -0.1, -0.5], [0.1, -0.3, 0.4], [0.5, 0.5, -0.3]],
  "energy_ha": -426.53606,
  "mol_weight_g_mol": 138.21
}

***

Entry 3:
{
  "formula": "C9H14O",
  "method": "ωB97M-V/def2-TZVPD",
  "species": ["O", "C", "C", "C", "C", "C", "C", "C", "C", "C", "H", "H", "H", "H", "H", "H", "H", "H", "H", "H", "H", "H", "H", "H"],
  "xyz": [[-1.0490, -2.4241, -0.9878], [-1.1860, -1.4348, 1.2077], [0.7125, 0.4759, 0.4465], [1.3891, 1.7004, -2.7489], [0.6814, 1.5130, 2.7076], [-0.6522, -0.5486, 2.1720], [0.4025, -0.6030, -0.3383], [-0.1156, 1.4312, -2.7054], [0.1715, 0.4778, 1.7405], [-0.6571, -1.4901, -0.0758], [1.1105, 2.3815, 2.2174], [-1.2313, -1.9578, -1.8050], [-0.9964, -0.5598, 3.1997], [-0.4040, 0.3854, -2.5293], [1.3729, 1.0890, 3.4606], [-0.0470, 1.8189, 3.4737], [-0.7130, 1.5478, -3.6195], [-2.0449, -2.0710, 1.3935], [1.8555, 1.0784, -3.5000], [1.6842, 2.7002, -3.0946], [-0.6356, 2.1094, -2.0231], [1.4805, 1.1994, 0.2415], [0.9815, -0.8300, -1.2495], [1.7635, 1.5035, -1.7533]],
  "forces_ev_per_angstrom": [[-0.3, -0.1, 0.1], [-0.2, -0.2, 0.0], [-0.5, -1.0, 1.5], [-0.7, 0.0, -0.7], [-0.2, -0.4, 1.6], [-0.9, 0.1, -1.3], [0.2, -0.8, -2.1], [-1.3, 0.2, -0.8], [0.8, 0.4, 0.7], [1.2, 1.3, 1.6], [0.1, 0.0, 0.1], [0.0, -0.1, -0.3], [-0.1, -0.1, -0.1], [0.5, 0.3, 0.7], [0.5, -0.1, -0.9], [-0.5, 0.4, -0.8], [0.8, 0.6, -0.5], [0.2, -0.2, 0.4], [0.3, -0.6, 0.1], [-0.5, 0.0, 0.5], [0.2, -0.4, 0.4], [0.1, 0.0, -0.4], [-0.4, 0.5, 0.3], [0.5, 0.0, -0.1]],
  "energy_ha": -426.53550,
  "mol_weight_g_mol": 138.21
}

***

Entry 4:
{
  "formula": "C9H14O",
  "method": "ωB97M-V/def2-TZVPD",
  "species": ["O", "C", "C", "C", "C", "C", "C", "C", "C", "C", "H", "H", "H", "H", "H", "H", "H", "H", "H", "H", "H", "H", "H", "H"],
  "xyz": [[3.1306, 1.6238, -0.9561], [-1.6622, 1.1193, 1.8153], [-0.6244, 1.0563, 0.7506], [1.8565, 1.3648, -0.5069], [0.7033, 2.1588, -0.8603], [0.5453, 0.3817, 1.2385], [-0.1303, -2.7939, -0.4241], [1.7636, 0.4873, 0.6808], [-1.0879, -2.1944, -1.4536], [-0.6064, 1.9148, -0.2621], [3.3711, 1.1527, -1.8152], [-1.8984, 0.2251, 2.1812], [0.7650, 2.9962, -1.5173], [0.3783, -1.9872, 0.0154], [-0.8251, -1.2233, -1.8361], [-1.2854, 1.6734, 2.7227], [0.6547, -3.4087, -0.7917], [-1.3402, 2.4557, -0.7636], [-0.4962, -3.4323, 0.3443], [-2.6439, 1.6703, 1.5718], [0.2406, -0.1131, 2.2350], [2.5599, -0.1085, 0.9118], [-1.2343, -2.9358, -2.2760], [-2.1341, -2.0830, -1.0045]],
  "forces_ev_per_angstrom": [[0.6, -0.7, -1.9], [-1.5, 4.5, -0.3], [0.3, -0.4, 3.0], [-2.1, 0.7, 1.9], [0.8, -2.3, 1.1], [-2.6, -0.1, 1.8], [0.1, 0.5, -0.5], [-1.7, 2.1, -3.7], [-2.2, -2.0, 0.3], [4.7, 0.4, -2.5], [-0.9, 0.9, 1.7], [-1.2, -3.9, 1.3], [0.4, 0.2, -0.7], [0.7, 1.0, 1.1], [0.5, 0.2, -0.1], [0.0, -0.3, -1.0], [0.7, -0.4, -1.2], [-1.8, 0.8, 0.1], [-1.2, -0.2, 0.7], [1.5, -0.9, -0.1], [1.5, 0.2, -1.7], [2.2, -1.1, 0.9], [0.1, 0.8, 0.3], [1.4, 0.0, -0.5]],
  "energy_ha": -426.48900,
  "mol_weight_g_mol": 138.21
}

***

Entry 5:
{
  "formula": "C9H14O",
  "method": "ωB97M-V/def2-TZVPD",
  "species": ["O", "C", "C", "C", "C", "C", "C", "C", "C", "C", "H", "H", "H", "H", "H", "H", "H", "H", "H", "H", "H", "H", "H", "H"],
  "xyz": [[3.1734, 2.8430, -2.6331], [1.8166, 1.8376, 0.5922], [0.8311, 0.5524, -1.1410], [0.8974, 0.8703, 0.2088], [-2.5479, -3.3733, 0.9996], [-0.1352, 0.2727, 1.1775], [2.5524, 2.5788, -0.3361], [1.4389, 1.2997, -2.1318], [-3.0382, -1.9349, 0.9067], [2.3586, 2.2594, -1.6918], [-3.3734, -4.0396, 0.7559], [3.3780, 3.2480, -0.1513], [-3.3670, -1.6998, -0.0951], [-1.6249, -3.6206, 0.4704], [-2.1945, -3.5631, 2.0217], [3.8368, 2.2754, -3.0164], [-3.8532, -1.7594, 1.6150], [0.2825, -0.7214, 1.3390], [-2.2546, -1.2810, 1.2921], [-0.2315, 0.7422, 2.1496], [1.1678, 1.1183, -3.1587], [0.1216, -0.2177, -1.4438], [1.8245, 2.0930, 1.6479], [-1.0592, 0.2200, 0.6228]],
  "forces_ev_per_angstrom": [[-0.2, 1.6, -0.1], [-0.4, 0.9, 0.5], [-1.4, -0.1, -0.3], [-0.1, 0.8, 0.4], [0.3, -0.1, 0.9], [1.9, -0.5, -1.1], [-0.2, -1.5, -1.4], [0.4, 0.0, 1.4], [0.5, -0.2, 0.8], [0.5, -0.6, -0.2], [0.3, -0.4, 0.0], [-0.2, 0.2, 0.5], [0.1, 0.4, -0.2], [-0.4, 0.2, -0.8], [-0.6, -0.1, 0.1], [0.0, -0.6, 0.1], [-0.2, -0.2, -0.3], [-0.6, -0.4, 0.3], [-0.1, 0.2, -0.6], [0.0, 0.4, -0.1], [0.5, 0.1, -0.2], [0.0, 0.1, 0.0], [0.3, 0.1, 0.0], [-0.4, -0.1, 0.3]],
  "energy_ha": -426.53902,
  "mol_weight_g_mol": 138.21
}

***

Entry 6:
{
  "formula": "C9H14O",
  "method": "ωB97M-V/def2-TZVPD",
  "species": ["O", "C", "C", "C", "C", "C", "C", "C", "C", "C", "H", "H", "H", "H", "H", "H", "H", "H", "H", "H", "H", "H", "H", "H"],
  "xyz": [[1.1449, -2.1622, -0.8742], [-1.2425, -0.4072, -1.9103], [0.5478, 0.8912, 1.9088], [0.9846, -1.2148, 0.1598], [0.2700, 1.9475, 2.9332], [1.8685, 0.6561, 1.3448], [-1.6277, -0.0223, -3.3060], [-0.5138, -0.0586, 1.5444], [-0.2844, -1.1570, 0.7187], [2.0582, -0.3181, 0.3658], [-0.8103, 0.2912, -1.2713], [-0.5634, -1.3002, -1.8966], [0.7362, 1.7339, 3.9397], [2.9567, -0.3925, -0.2832], [-0.8276, 2.0889, 3.1341], [-0.9416, -1.9792, 0.6168], [-1.5186, 0.0527, 2.0048], [2.0340, -2.3279, -1.0778], [-2.4650, -0.6368, -3.7147], [-1.0432, -0.0437, -4.2263], [-2.1314, -0.8583, -1.4390], [2.7149, 1.2301, 1.8136], [-1.9952, 1.0343, -3.1262], [0.6490, 2.9529, 2.6411]],
  "forces_ev_per_angstrom": [[-2.3, 0.4, 1.4], [0.2, -4.3, -0.9], [-0.1, -2.6, -1.4], [1.4, -0.5, -2.3], [-0.2, 1.0, 1.1], [-1.2, 1.0, 1.5], [-2.2, 1.7, -0.8], [0.9, 1.2, 1.0], [1.9, 1.4, 1.3], [-1.1, -0.3, 0.3], [0.5, 1.6, 0.6], [-0.4, 0.9, -0.2], [-0.4, 0.0, -1.0], [-0.6, 0.0, 0.9], [1.0, -0.3, -0.3], [-0.8, -0.4, -0.4], [0.8, 0.1, -0.3], [2.0, -0.1, -0.2], [0.1, 0.5, 0.9], [1.3, 0.2, 0.8], [0.1, 0.7, 0.1], [-0.9, -0.4, -1.0], [0.0, -1.0, -1.1], [-0.1, -0.7, 0.0]],
  "energy_ha": -426.51523,
  "mol_weight_g_mol": 138.21
}

***

Entry 7:
{
  "formula": "C9H14O",
  "method": "ωB97M-V/def2-TZVPD",
  "species": ["O", "C", "C", "C", "C", "C", "C", "C", "C", "C", "H", "H", "H", "H", "H", "H", "H", "H", "H", "H", "H", "H", "H", "H"],
  "xyz": [[-3.0120, -0.2708, 1.0582], [1.0059, 0.6981, 1.0384], [-0.6851, -1.1258, 1.4657], [0.0338, 1.6459, 0.7235], [0.6692, -0.6507, 1.4483], [0.3352, -1.0948, -1.7702], [-1.7135, -0.1929, 1.0320], [-1.3573, 1.2321, 0.7143], [2.3281, 1.3029, 1.2468], [-0.4897, -0.7138, -2.9963], [0.0942, -2.0175, -1.2009], [-2.1027, 1.9099, 0.4697], [0.2130, -0.2902, -0.9359], [-3.3745, -1.1634, 1.3591], [2.4493, 2.3868, 0.9652], [3.0438, 0.6567, 0.8253], [1.5243, -1.2392, 1.7257], [0.3592, 2.6588, 0.6309], [-0.8886, -1.6842, -3.3944], [0.0274, -0.1710, -3.7790], [1.3163, -1.2092, -1.8568], [-1.2990, 0.0562, -2.7576], [-1.0052, -2.2085, 1.6017], [2.5278, 1.4844, 2.3862]],
  "forces_ev_per_angstrom": [[-3.5, -3.2, 0.6], [-1.8, -0.4, 1.4], [-0.7, 0.9, -1.3], [-3.3, -2.6, 0.5], [-1.1, 1.9, -0.9], [-3.9, 2.0, 3.2], [4.6, 3.8, 0.4], [4.0, -3.2, 0.7], [0.9, 1.7, 2.9], [-1.2, -0.3, 0.2], [-0.7, 0.3, -0.8], [-1.5, 1.0, -0.3], [0.2, -1.3, -1.8], [0.9, 1.6, -0.6], [-0.3, -1.3, -0.7], [1.6, -0.3, -0.3], [-0.1, -0.6, 0.2], [-0.3, 0.5, -0.4], [-0.1, 1.3, -0.1], [0.7, -0.3, -0.1], [4.4, -0.1, -1.2], [0.6, -1.5, 0.0], [0.8, 1.5, 0.2], [-0.1, -1.0, -1.7]],
  "energy_ha": -426.48393,
  "mol_weight_g_mol": 138.21
}

***

Entry 8:
{
  "formula": "C9H14O",
  "method": "ωB97M-V/def2-TZVPD",
  "species": ["O", "C", "C", "C", "C", "C", "C", "C", "C", "C", "H", "H", "H", "H", "H", "H", "H", "H", "H", "H", "H", "H", "H", "H"],
  "xyz": [[0.2956, -3.7884, 0.1943], [-1.7669, 1.3432, -0.5989], [-0.6525, 1.5083, 0.2436], [-0.2086, 0.4301, 1.0037], [0.3239, -2.1273, -1.6970], [-0.1115, 2.8669, 0.4447], [1.1049, 2.9241, 1.1855], [1.0380, 0.6306, 1.7077], [1.7990, 1.8156, 1.6586], [-0.4654, -2.7613, -0.5511], [2.8147, 1.9497, 1.9810], [-1.5256, 0.6045, -1.3532], [0.5243, -4.4904, -0.5570], [-0.6659, -1.9776, 0.3390], [-1.5436, -3.1499, -0.7232], [1.2378, -2.6955, -1.9410], [1.6490, 3.8703, 0.9971], [1.5027, -0.2420, 2.3253], [-2.6690, 1.0121, -0.1766], [-0.1398, -2.0139, -2.7120], [0.6489, -1.1445, -1.4354], [-0.9268, -0.3893, 1.0752], [-0.3877, 3.7588, -0.0329], [-1.8754, 2.0660, -1.3774]],
  "forces_ev_per_angstrom": [[0.0, -1.4, -3.8], [-0.9, -1.0, -3.6], [1.7, 3.7, 2.5], [1.9, 2.2, 1.1], [-0.1, -0.6, -1.3], [2.2, -4.6, 1.6], [0.0, 1.2, -2.5], [0.5, -2.5, 0.8], [-2.4, -0.2, -0.2], [-1.6, 0.5, 3.3], [0.1, -0.4, 0.4], [0.2, -1.3, 0.1], [-0.6, 2.0, 2.6], [0.6, -1.7, -2.4], [1.9, 0.4, -0.5], [-0.3, 0.0, 0.5], [-0.3, -0.4, 0.9], [-1.0, 1.4, -1.3], [-1.4, -0.1, 0.7], [-0.3, -0.3, 1.1], [0.3, 0.7, 0.4], [0.9, -0.1, 0.2], [-1.0, 0.7, -0.7], [-0.7, 1.7, 0.3]],
  "energy_ha": -426.47262,
  "mol_weight_g_mol": 138.21
}

***

Entry 9:
{
  "formula": "C9H14O",
  "method": "ωB97M-V/def2-TZVPD",
  "species": ["O", "C", "C", "C", "C", "C", "C", "C", "C", "C", "H", "H", "H", "H", "H", "H", "H", "H", "H", "H", "H", "H", "H", "H"],
  "xyz": [[1.5785, -2.4610, 1.8835], [-0.2750, -0.9804, -0.9002], [1.3038, -1.7081, 0.7782], [2.0687, -0.4828, -1.1082], [-0.0091, -1.6228, 0.2905], [-1.9187, 2.4059, 1.9832], [2.3535, -1.1695, 0.0799], [0.7840, -0.3548, -1.5734], [0.4322, 0.2548, -2.9187], [-1.6021, 1.2166, 1.0805], [-1.2604, -1.0834, -1.3409], [3.3574, -1.2046, 0.4719], [-0.7314, -2.0577, 0.9651], [-0.5481, 1.0062, 0.9324], [2.8941, 0.0122, -1.6122], [-0.1088, -0.4839, -3.5042], [0.7744, -2.7727, 2.3115], [-0.2138, 1.1399, -2.8317], [-1.3035, 3.2693, 1.7561], [-2.1433, 1.2724, 0.1403], [1.3084, 0.6901, -3.3756], [-2.9728, 2.6523, 1.9315], [-2.0263, 0.3147, 1.5344], [-1.7416, 2.1472, 3.0261]],
  "forces_ev_per_angstrom": [[0.3, 0.2, 0.4], [0.6, -0.6, 0.5], [-0.6, -0.7, -0.2], [0.6, 0.3, 0.8], [0.8, 0.0, 0.6], [0.3, -0.4, 0.2], [-0.1, 0.7, -0.4], [-1.3, -0.3, -1.2], [0.0, 0.8, 0.8], [-0.8, -0.4, 0.5], [0.0, 0.5, 0.1], [0.1, -0.2, 0.0], [-0.6, -0.2, -0.4], [0.1, 0.3, -0.1], [-0.1, -0.1, -0.2], [0.3, 0.1, -0.4], [0.0, 0.1, -0.2], [-0.2, -0.3, 0.3], [-0.1, 0.2, -0.1], [0.4, 0.3, -0.4], [0.4, -0.5, -0.6], [-0.2, 0.3, -0.2], [0.1, 0.0, 0.1], [0.2, 0.0, 0.1]],
  "energy_ha": -426.55683,
  "mol_weight_g_mol": 138.21
}

***

Entry 10:
{
  "formula": "C9H14O",
  "method": "ωB97M-V/def2-TZVPD",
  "species": ["O", "C", "C", "C", "C", "C", "C", "C", "C", "C", "H", "H", "H", "H", "H", "H", "H", "H", "H", "H", "H", "H", "H", "H"],
  "xyz": [[-2.5936, -2.9550, 1.9124], [1.2517, -0.0882, -2.6199], [0.9419, 1.9337, 1.1524], [1.9733, 0.2539, -0.2389], [1.7578, 0.8304, 1.0528], [1.2840, 0.7757, -1.3092], [0.3902, 2.5230, 0.0773], [0.4976, 1.9887, -1.1702], [-2.2481, -2.5726, 0.6203], [-1.7852, -1.1284, 0.4087], [2.0850, -0.8485, -2.6881], [2.1484, 0.3098, 1.8982], [0.8240, 2.5244, 2.0347], [-1.9072, -0.5269, 1.2437], [-3.1317, -2.5929, -0.1041], [-1.5240, -3.4681, 0.4681], [-0.1130, 3.5187, 0.1492], [0.1497, 2.5679, -1.9915], [-0.6656, -1.0631, 0.4004], [1.3205, 0.6963, -3.3348], [-2.2063, -0.7450, -0.4980], [2.4346, -0.7489, -0.3088], [-3.4608, -2.3051, 2.1694], [0.4159, -0.7750, -2.5775]],
  "forces_ev_per_angstrom": [[-4.7, 3.4, 2.2], [1.4, 0.1, 2.3], [1.1, 0.0, 1.8], [-1.2, -0.1, 1.9], [0.0, -0.7, -1.7], [-0.8, -0.5, -1.2], [-1.3, 2.2, -1.8], [2.0, -2.1, -0.2], [0.0, -1.4, -1.6], [3.0, -1.8, -0.4], [-0.3, 1.4, 0.1], [0.4, 0.1, 0.6], [0.1, -0.4, 1.0], [-1.3, 1.2, 1.7], [0.9, -1.0, 0.9], [-0.7, 2.0, -1.0], [0.3, -1.0, 0.2], [-0.5, -0.1, -0.8], [-0.7, -0.2, -0.7], [-0.4, -0.3, -1.6], [-0.1, 0.5, -0.3], [0.0, 0.9, -0.1], [3.6, -2.8, -0.7], [-0.8, 0.6, -0.5]],
  "energy_ha": -426.48701,
  "mol_weight_g_mol": 138.21
}

***

> What is the formula in the first record?

C9H14O